Here is 5 unconnected molecules or ions with the total composition C32H70BNO4 at a distorted geometry from OMol25. Energies are from ωB97M-V/def2-TZVPD.

Each line ends with the Mulliken charge.
Element x y z (Å)
C1 -5.70053 3.71330 -3.27370  -0.842
B1 -4.35975 3.08864 -3.94625  0.584
O1 -3.35990 4.05939 -4.40900  -0.615
C2 -4.01295 1.51884 -4.13071  -0.251
C3 -2.80731 1.03437 -5.07318  -0.708
C4 -2.70002 -0.52952 -4.60603  0.557
O2 -1.90546 -1.39342 -5.07097  -0.578
O3 -3.65943 -0.73161 -3.52454  -0.422
C5 -3.67883 0.59347 -2.86392  -0.154
N1 -2.31943 0.62281 -2.26260  0.534
C6 -1.98493 1.92947 -1.61756  -1.042
C7 -2.17908 -0.43711 -1.22228  0.314
C8 -3.38956 -1.10250 -0.40680  -0.891
O4 -0.99931 -0.83626 -0.94547  -0.563
H1 -6.45094 3.97676 -4.11493  0.261
H2 -6.21981 2.99082 -2.54589  0.251
H3 -5.47877 4.70811 -2.73706  0.226
H4 -3.22283 4.70633 -3.68271  0.267
H5 -4.99262 1.08621 -4.58209  0.289
H6 -1.87694 1.68478 -4.96302  0.261
H7 -3.27250 1.04443 -6.12522  0.403
H8 -4.60301 0.56397 -2.17643  0.323
H9 -0.93492 1.80942 -1.14525  0.329
H10 -1.82497 2.69159 -2.47739  0.273
H11 -2.74951 2.30130 -0.85080  0.337
H12 -2.99504 -2.06255 0.10163  0.273
H13 -4.29131 -1.39431 -1.06845  0.329
H14 -3.72650 -0.32552 0.38481  0.221
C9 -1.10898 -2.53351 6.16557  -1.164
C10 -1.48833 -1.14322 5.67506  -0.382
C11 -2.20402 -1.15426 4.32289  -0.752
C12 -1.38360 -1.70688 3.15421  -0.234
C13 -0.06375 -0.99342 2.88724  0.192
C14 -0.24497 0.47088 2.50547  -0.946
H15 -0.40533 -3.02358 5.48809  0.203
H16 -0.63267 -2.46988 7.14737  0.387
H17 -1.99506 -3.16740 6.26048  0.304
H18 -0.59452 -0.51243 5.63022  0.214
H19 -2.15126 -0.68156 6.41504  0.391
H20 -2.53144 -0.13511 4.08997  0.224
H21 -3.12101 -1.74949 4.41278  0.462
H22 -1.99720 -1.65855 2.24701  -0.399
H23 -1.18205 -2.77068 3.32305  0.442
H24 0.44805 -1.50815 2.06711  0.215
H25 0.59811 -1.06840 3.75650  0.176
H26 -0.86519 0.56711 1.60921  0.046
H27 0.72643 0.92652 2.29334  0.493
H28 -0.71049 1.04490 3.31078  0.096
C15 -3.81310 5.77032 2.33318  -1.276
C16 -2.64584 5.27702 1.48964  -0.327
C17 -1.88460 4.11545 2.13191  -0.226
C18 -1.21492 4.43352 3.47123  -0.677
C19 -0.21546 5.59206 3.44108  -0.509
C20 0.97431 5.33376 2.52746  -1.144
H29 -3.47863 6.16253 3.29652  0.292
H30 -4.34017 6.57489 1.81376  0.397
H31 -4.52735 4.96310 2.51840  0.294
H32 -1.96700 6.10960 1.27835  0.312
H33 -3.03300 4.94452 0.51963  0.190
H34 -1.13112 3.75439 1.42345  0.145
H35 -2.57798 3.27875 2.28306  0.377
H36 -0.70159 3.53152 3.82479  0.241
H37 -1.98237 4.65385 4.22169  0.354
H38 0.15640 5.75593 4.45844  0.396
H39 -0.71355 6.52040 3.14326  0.256
H40 1.51558 4.43534 2.83785  0.275
H41 1.66982 6.17637 2.56729  0.378
H42 0.66697 5.20881 1.48644  0.270
C21 3.40058 -1.73454 1.94005  -1.189
C22 3.24491 -3.18902 2.36052  -0.437
C23 3.46650 -3.41180 3.85793  -0.342
C24 4.86744 -3.06607 4.36974  -0.818
C25 6.01425 -3.81321 3.68498  -0.404
C26 5.95079 -5.32100 3.88341  -1.192
H43 4.41290 -1.36595 2.12388  0.405
H44 3.19889 -1.62819 0.87094  0.363
H45 2.69735 -1.09665 2.48190  0.144
H46 3.92517 -3.81601 1.77501  0.402
H47 2.23123 -3.51843 2.10678  0.340
H48 3.23821 -4.45631 4.09557  0.360
H49 2.73731 -2.81196 4.41648  0.097
H50 4.90352 -3.27113 5.44633  0.395
H51 5.04059 -1.98916 4.26494  0.321
H52 6.96136 -3.44779 4.09712  0.376
H53 6.03635 -3.58349 2.61490  0.238
H54 5.97652 -5.57504 4.94708  0.288
H55 6.80721 -5.80076 3.40193  0.380
H56 5.04503 -5.74969 3.44826  0.287
C27 4.03797 -4.05627 -7.18615  -1.185
C28 4.20661 -2.62854 -6.68568  -0.356
C29 3.67083 -2.41810 -5.26813  -0.723
C30 2.16788 -2.65531 -5.09562  -0.707
C31 1.26591 -1.80123 -5.98964  -0.121
C32 1.39875 -0.30874 -5.72410  -1.115
H57 2.98502 -4.34187 -7.24694  0.283
H58 4.46641 -4.15813 -8.18674  0.374
H59 4.54957 -4.76247 -6.52617  0.292
H60 3.72628 -1.93504 -7.38354  0.245
H61 5.27370 -2.38026 -6.69403  0.376
H62 3.91956 -1.40140 -4.94563  0.298
H63 4.20667 -3.08798 -4.58448  0.386
H64 1.90587 -2.46960 -4.04730  0.312
H65 1.94024 -3.71161 -5.27769  0.336
H66 0.22633 -2.09367 -5.81367  0.197
H67 1.46804 -2.00668 -7.04615  0.244
H68 1.15327 -0.07537 -4.68379  0.196
H69 0.71209 0.25040 -6.36581  0.299
H70 2.40985 0.05189 -5.92946  0.401

Properties
Largest force on an atom (eV/A): 6.09
Spin multiplicity: 1
Orbital gap (eV): 10.07
E (Ha): -1641.80540